[1]
The following is a quantum chemistry calculation of a structure of composition C24H38FN6O5PtS2, from OMol25.

ORCA input file:
```
! RIJCOSX wB97M-V def2-TZVPD def2/J DEFGRID3
* xyz 3 1
Pt 0.15 -0.14 -3.40
C 3.57 2.29 2.96
C 2.52 3.11 2.22
N 1.74 2.29 1.27
C 2.11 2.28 0.00
C 1.51 1.53 -1.00
C 2.16 1.68 -2.35
O 2.98 2.54 -2.53
O 1.87 0.81 -3.30
C 0.40 0.74 -0.66
O -0.32 0.03 -1.47
C -0.01 0.74 0.72
C -1.10 -0.03 1.15
C -1.48 -0.04 2.46
F -2.54 -0.80 2.79
C -0.82 0.72 3.46
C 0.27 1.47 3.02
C 0.67 1.50 1.68
N -1.20 0.70 4.80
C -0.94 1.84 5.67
C -0.39 1.36 7.01
N -1.15 0.11 7.43
C -2.50 0.05 6.78
C -2.32 -0.12 5.28
H 4.09 2.92 3.68
H 4.31 1.89 2.27
H 3.12 1.45 3.50
H 2.99 3.90 1.63
H 1.82 3.60 2.89
H 2.95 2.90 -0.28
H -1.66 -0.62 0.45
H 0.85 2.02 3.74
H -1.85 2.44 5.81
H -0.21 2.52 5.25
H -0.52 2.11 7.79
H 0.66 1.09 6.94
H -1.24 0.09 8.45
H -0.61 -0.72 7.17
H -3.02 0.96 7.06
H -3.04 -0.80 7.20
H -3.27 0.15 4.81
H -2.12 -1.16 5.05
N 0.53 -0.27 -5.42
N 0.65 1.01 -6.01
C 0.02 2.07 -5.47
N 0.06 3.21 -6.12
S -0.84 1.92 -4.00
H 1.41 -0.78 -5.55
H -0.23 -0.79 -5.85
H 1.22 1.07 -6.84
H 0.48 3.32 -7.03
H -0.34 4.04 -5.69
O -1.61 -1.09 -3.74
S -1.66 -2.68 -3.70
C -1.79 -3.12 -1.96
C -3.26 -2.95 -1.59
C -4.04 -3.52 -2.77
C -3.43 -2.90 -4.02
H -1.06 -2.51 -1.44
H -1.47 -4.17 -1.90
H -3.49 -1.89 -1.46
H -3.49 -3.46 -0.66
H -5.11 -3.30 -2.72
H -3.93 -4.60 -2.79
H -3.80 -1.88 -4.20
H -3.56 -3.49 -4.93
C 2.95 -1.83 -1.62
C 2.23 -2.34 -2.86
C 3.01 -2.05 -4.13
O 0.86 -1.93 -2.91
H 3.94 -2.29 -1.55
H 2.39 -2.09 -0.72
H 3.09 -0.75 -1.66
H 2.13 -3.43 -2.77
H 3.29 -0.99 -4.19
H 2.45 -2.36 -5.02
H 3.95 -2.59 -4.13
*
```

The energy relative to the best compared isomer or geometry (same formula, charge and spin) is 0.0 kcal per mole. The LUMO energy comes out at -0.2773 Eh. The electronic energy is -72294.0496 eV. Its HOMO-LUMO gap is 8.287 eV.

[2]
The following is a quantum chemistry calculation of the ion C24H38N2 with charge +2 in a non-equilibrium geometry, from OMol25.

ORCA input file:
```
! RIJCOSX wB97M-V def2-TZVPD def2/J DEFGRID3
* xyz 2 1
C -10.54 -0.12 0.89
C -10.18 -0.72 -0.46
C -9.42 0.23 -1.38
H -9.61 1.26 -1.08
H -9.79 0.12 -2.40
C -7.91 -0.01 -1.44
C -7.20 0.29 -0.12
C -5.69 0.17 -0.28
H -5.43 -0.84 -0.62
H -5.34 0.88 -1.03
C -4.97 0.46 1.05
N -3.54 0.35 0.89
C -2.82 1.41 0.49
C -1.47 1.33 0.25
C -0.80 0.10 0.40
C -1.58 -0.99 0.80
C -2.92 -0.84 1.04
H -3.54 -1.67 1.36
H -1.14 -1.96 0.97
C 0.63 -0.02 0.15
C 1.20 -1.22 -0.30
C 2.55 -1.30 -0.55
N 3.36 -0.25 -0.37
C 2.85 0.91 0.09
C 1.51 1.06 0.35
H 1.16 2.00 0.73
H 3.54 1.72 0.23
C 4.79 -0.38 -0.58
H 5.18 0.57 -0.94
H 4.96 -1.14 -1.35
C 5.50 -0.79 0.72
C 6.98 -1.09 0.48
C 7.80 0.13 0.07
C 9.29 -0.21 0.01
C 10.14 0.98 -0.41
C 11.62 0.65 -0.47
H 12.20 1.52 -0.77
H 11.98 0.31 0.50
H 11.80 -0.15 -1.19
H 9.99 1.80 0.30
H 9.81 1.35 -1.38
H 9.63 -0.57 0.99
H 9.45 -1.03 -0.70
H 7.49 0.49 -0.91
H 7.65 0.93 0.80
H 7.08 -1.87 -0.28
H 7.38 -1.49 1.41
H 5.40 0.00 1.45
H 5.01 -1.69 1.12
H 3.00 -2.21 -0.91
H 0.59 -2.09 -0.50
H -0.95 2.21 -0.07
H -3.35 2.35 0.38
H -5.30 -0.26 1.81
H -5.22 1.46 1.39
H -7.54 -0.41 0.65
H -7.46 1.30 0.21
H -7.72 -1.04 -1.73
H -7.49 0.63 -2.22
H -9.61 -1.65 -0.32
H -11.11 -1.01 -0.95
H -11.08 -0.85 1.50
H -11.17 0.75 0.76
H -9.65 0.19 1.44
*
```

The energy relative to the best compared isomer or geometry (same formula, charge and spin) is 4.2 kcal per mole. The LUMO energy comes out at -0.2940 Eh. The electronic energy is -28470.9436 eV. Its HOMO-LUMO gap is 6.638 eV.